The following is a quantum chemistry calculation of a molecular structure, C11H33AgN7O7 in a non-equilibrium geometry, from the OMol25 dataset.

The HOMO energy comes out at -1.834 eV. Its energy above the lowest of the compared OMol25 structures with the same formula, charge and spin is 251.9 kJ/mol. The value obtained for the calculated total energy is -1495.79547 a.u.

Geometry as ORCA input:
```
! RIJCOSX wB97M-V def2-TZVPD def2/J DEFGRID3
* xyz -1 1
Ag -0.331 -0.787 -1.034
O -1.006 -1.617 -3.197
C 0.277 -1.281 -3.726
C 0.627 -0.153 -4.804
O -0.066 1.047 -4.963
H 0.552 -2.225 -4.232
H 0.970 -1.154 -2.873
H 0.688 -0.629 -5.800
H 1.693 0.056 -4.570
C 1.758 2.539 1.224
C 1.206 1.489 2.189
C 0.811 1.949 3.582
O 0.455 0.754 4.330
C 0.061 1.075 5.650
N 0.128 0.720 1.486
H 2.647 3.055 1.590
H 0.987 3.287 1.016
H 2.022 2.115 0.257
H 2.036 0.787 2.333
H -0.050 2.621 3.559
H 1.667 2.335 4.139
H -0.916 0.675 5.926
H 0.128 2.126 5.935
H 0.780 0.521 6.265
H -0.658 1.373 1.446
H -0.225 0.139 2.249
C 2.785 -2.797 -0.483
C 3.098 -1.499 0.248
O 2.359 -0.379 -0.284
H 3.522 -3.544 -0.182
H 2.711 -2.695 -1.563
H 1.829 -3.151 -0.093
H 4.127 -1.217 0.008
H 2.909 -1.479 1.323
H 1.958 0.186 0.371
C -3.565 -0.341 -1.049
O -2.529 -0.670 -0.487
N -3.767 -0.569 -2.365
N -4.641 0.224 -0.433
H -3.129 -1.197 -2.856
H -4.683 -0.564 -2.773
H -4.689 0.219 0.569
H -5.452 0.431 -0.979
C -0.983 -3.081 1.080
O -0.567 -2.854 -0.048
N -1.797 -4.103 1.426
N -0.446 -2.454 2.182
H -2.211 -3.997 2.330
H -1.897 -4.864 0.779
H -0.641 -2.789 3.104
H 0.215 -1.708 2.072
C -0.457 2.624 -2.381
O -1.262 1.754 -2.071
N 0.578 2.418 -3.249
N -0.388 3.821 -1.729
H 0.327 1.785 -4.050
H 1.249 3.155 -3.333
H -1.064 4.011 -1.012
H 0.259 4.509 -2.054
*
```

***

The following is a quantum chemistry calculation of 7 unconnected molecules or ions with the total composition C11H33N5O18P2 in a non-equilibrium geometry, from the OMol25 dataset.

The HOMO energy comes out at -10.424 eV. Its energy above the lowest of the compared OMol25 structures with the same formula, charge and spin is 0.0 kJ/mol. The value obtained for the calculated total energy is -2749.42502 a.u.

Geometry as ORCA input:
```
! RIJCOSX wB97M-V def2-TZVPD def2/J DEFGRID3
* xyz 0 1
C 2.435 -4.756 -0.578
O 1.151 -4.064 -0.615
P 1.075 -2.645 -1.280
O 1.779 -1.545 -0.636
O -0.452 -2.439 -1.552
C -1.222 -3.419 -2.234
O 1.630 -2.995 -2.736
C 1.462 -2.092 -3.836
H 2.353 -5.507 0.206
H 3.248 -4.071 -0.351
H 2.588 -5.282 -1.518
H -1.797 -2.940 -3.025
H -1.946 -3.902 -1.569
H -0.620 -4.238 -2.635
H 2.329 -1.438 -3.945
H 0.581 -1.470 -3.664
H 1.370 -2.689 -4.737
C -8.502 0.139 0.498
O -7.206 -0.388 0.477
P -6.084 0.056 1.494
O -5.718 -0.939 2.476
O -4.998 0.510 0.450
C -3.730 0.932 0.959
O -6.597 1.426 2.130
C -6.845 1.549 3.537
H -8.602 0.863 -0.315
H -8.740 0.668 1.419
H -9.241 -0.649 0.369
H -3.349 0.205 1.680
H -3.775 1.883 1.495
H -3.060 0.993 0.111
H -6.726 2.605 3.783
H -6.149 0.930 4.090
H -7.894 1.332 3.745
C 5.127 0.979 -1.410
N 5.830 -0.086 -0.651
O 5.829 -0.007 0.548
O 6.418 -0.933 -1.285
H 4.232 1.213 -0.859
H 4.923 0.617 -2.410
H 5.826 1.802 -1.547
C 1.288 3.938 -4.363
N 1.518 2.881 -3.328
O 2.640 2.439 -3.291
O 0.615 2.609 -2.572
H 0.244 4.211 -4.331
H 1.649 3.530 -5.300
H 1.945 4.756 -4.084
C 1.337 -2.723 3.191
N 1.291 -4.149 3.658
O 0.385 -4.864 3.253
O 2.191 -4.508 4.420
H 1.312 -2.147 4.108
H 0.494 -2.556 2.532
H 2.238 -2.568 2.605
C 4.601 4.259 1.669
N 3.234 4.879 1.664
O 3.014 5.720 2.468
O 2.473 4.560 0.771
H 5.308 5.080 1.652
H 4.669 3.657 0.776
H 4.693 3.654 2.564
C 1.384 1.363 0.977
N 0.202 0.554 0.644
O -0.209 -0.294 1.414
O -0.403 0.860 -0.357
H 2.271 0.736 0.956
H 1.239 1.758 1.978
H 1.445 2.157 0.246
*
```

***

| no. | frontier orbital gap (eV) |
| --- | --- |
| 1 | 3.9 |
| 2 | 10.4 |